[1]
{
  "formula": "C30H26IIrN4O2",
  "method": "ωB97M-V/def2-TZVPD",
  "homo_energy_ha": [-0.618, -0.618],
  "charge": 3,
  "homo_lumo_gap_ev": [7.04, 7.16],
  "multiplicity": 2,
  "e_lumo_ev": [-9.783, -9.659],
  "de_lowest_kcal_mol": 0.4,
  "max_force_ha_per_bohr": 0.0106,
  "species": ["Ir", "I", "O", "O", "N", "N", "N", "N", "C", "C", "C", "C", "C", "C", "C", "C", "C", "C", "C", "C", "C", "C", "C", "C", "C", "C", "C", "C", "C", "C", "C", "C", "C", "C", "C", "C", "C", "C", "H", "H", "H", "H", "H", "H", "H", "H", "H", "H", "H", "H", "H", "H", "H", "H", "H", "H", "H", "H", "H", "H", "H", "H", "H", "H"],
  "xyz": [[-0.2896, -0.0281, -0.3782], [-3.3458, -2.3819, 4.1584], [5.0307, 0.9467, 5.0815], [5.0044, -1.3668, 4.9610], [-0.1842, -2.0726, -0.0540], [0.9850, -0.0549, 1.0949], [-1.9408, -0.0016, 0.8827], [-0.0965, 2.0456, -0.0232], [0.1057, -4.7049, 0.7515], [-0.0629, 1.4483, -3.0292], [-2.1044, -0.9059, 1.8648], [-0.7862, -0.8706, -3.0554], [0.3791, 4.6563, 0.7990], [2.2232, 2.0711, -2.1745], [1.4376, -1.2590, 1.5053], [-0.8864, -4.3470, -0.1457], [-3.2177, -0.9357, 2.6856], [1.3297, -0.2897, -2.0950], [0.9675, -2.6805, -2.8367], [-0.5389, 4.3859, -0.2014], [-2.4275, 0.9362, -3.7119], [2.4224, -1.3228, 2.4818], [0.7445, -2.4046, 0.8799], [-2.9082, 0.9152, 0.7005], [-4.0470, 0.9486, 1.4766], [2.4077, 1.1269, 2.5652], [2.8491, -0.1099, 2.9490], [1.1374, 1.0812, -2.4369], [-0.9967, -3.0220, -0.5276], [-1.0884, 0.5160, -3.1982], [1.4279, 1.1213, 1.5808], [5.0345, -0.2107, 5.0366], [1.0444, 3.5958, 1.3984], [0.7848, 2.3061, 0.9762], [0.9249, -3.7140, 1.2803], [-0.7459, 3.0722, -0.5809], [-4.2152, 0.0144, 2.4866], [0.4763, -1.2819, -2.6673], [-1.5699, -5.0782, -0.5544], [-1.0949, 5.1756, -0.6873], [-3.2171, 0.2565, -3.3950], [0.1658, -3.3826, -3.0552], [-0.2241, 2.4823, -3.3086], [-2.7730, 1.6215, -0.1039], [1.5498, -3.0268, -1.9820], [0.5700, 5.6727, 1.1168], [-1.7524, -2.7004, -1.2306], [1.8398, 3.0857, -2.0783], [2.3062, -0.5947, -1.7316], [2.8251, -2.2567, 2.8517], [-1.3162, -1.6253, 2.0200], [1.6754, -3.9634, 2.0171], [1.7523, 3.7766, 2.1945], [-1.4546, 2.8284, -1.3591], [-2.4069, 0.9183, -4.8058], [-5.1029, 0.0235, 3.1055], [-4.7967, 1.7030, 1.2827], [0.2293, -5.7351, 1.0585], [1.6460, -2.6824, -3.6955], [-1.5321, -1.5800, -3.3963], [2.8041, 2.0376, 2.9942], [2.8116, 1.8095, -1.2944], [2.9098, 2.0573, -3.0262], [-2.6788, 1.9544, -3.4172]],
  "lowdin_spin": [-0.004, 0.000, 0.013, 0.014, 0.002, -0.022, 0.000, 0.002, 0.000, 0.000, 0.000, 0.000, 0.000, 0.000, 0.028, 0.001, 0.000, 0.000, 0.000, 0.001, 0.000, 0.091, 0.005, 0.000, 0.000, 0.090, 0.699, 0.000, 0.000, 0.000, 0.027, 0.021, 0.001, 0.005, 0.001, 0.000, 0.000, 0.000, 0.000, 0.000, 0.000, 0.000, 0.000, 0.000, 0.000, 0.000, 0.000, 0.000, 0.000, 0.012, 0.000, 0.000, 0.000, 0.000, 0.000, 0.000, 0.000, 0.000, 0.000, 0.000, 0.012, 0.000, 0.000, 0.000]
}

[2]
{
  "formula": "C30H26N3O4ReS",
  "method": "ωB97M-V/def2-TZVPD",
  "homo_energy_ha": [-0.425, -0.429],
  "charge": 1,
  "homo_lumo_gap_ev": [6.28, 6.67],
  "multiplicity": 2,
  "e_lumo_ev": [-5.282, -5.007],
  "de_lowest_kcal_mol": 0.0,
  "max_force_ha_per_bohr": 0.0113,
  "species": ["Re", "S", "O", "O", "O", "O", "N", "N", "N", "C", "C", "C", "C", "C", "C", "C", "C", "C", "C", "C", "C", "C", "C", "C", "C", "C", "C", "C", "C", "C", "C", "C", "C", "C", "C", "C", "C", "C", "C", "H", "H", "H", "H", "H", "H", "H", "H", "H", "H", "H", "H", "H", "H", "H", "H", "H", "H", "H", "H", "H", "H", "H", "H", "H", "H"],
  "xyz": [[0.1894, -0.6199, -0.8695], [0.3572, -2.4418, -2.1675], [-1.6865, -8.3577, 0.5467], [-1.3750, -7.1071, 2.3409], [-3.4683, 1.1454, -0.3007], [3.4253, 1.8636, -0.4504], [1.9806, 0.0655, -0.6593], [-0.0189, 1.4660, -0.3999], [-1.6847, -0.3048, -0.5811], [-2.2938, 0.9507, -0.3863], [2.3155, 1.4239, -0.4895], [3.3399, -0.3932, -3.1507], [-2.0104, -1.8548, 1.8658], [-3.9779, -2.9433, -1.8031], [-2.6226, -2.2503, 0.5498], [4.4304, -2.4885, 0.4398], [-4.1020, -3.7263, -0.6597], [-1.2873, -7.2251, 1.1535], [3.7131, -1.1345, -1.9011], [3.4073, -1.5438, 0.5028], [5.0757, -2.7597, -0.7512], [-0.0728, -5.0978, 0.8774], [-0.8425, -6.0890, 0.2747], [0.3360, -3.9955, 0.1529], [-1.1893, -5.9695, -1.0658], [-1.4168, 3.3472, -0.0887], [-0.7925, -4.8610, -1.7963], [-3.1844, -1.8096, -1.8052], [3.0574, -0.9002, -0.6854], [0.9813, 3.5927, -0.1466], [-0.2850, 4.1540, -0.0197], [-3.0714, -0.9501, -3.0292], [-2.5065, -1.4915, -0.6193], [4.7245, -2.0792, -1.9112], [-3.4364, -3.3822, 0.4999], [2.7962, -1.2256, 1.8417], [1.0666, 2.2287, -0.3399], [-1.2319, 1.9942, -0.2863], [-0.0438, -3.8650, -1.1806], [5.8669, -3.4971, -0.7790], [-2.7164, -1.2475, 2.4372], [-3.6380, -0.0245, -2.9050], [3.4938, -0.6353, 2.4387], [-3.5458, -3.9888, 1.3907], [-4.7298, -4.6079, -0.6779], [4.7222, -3.0065, 1.3451], [-2.4191, 3.7412, 0.0048], [-0.3909, 5.2196, 0.1313], [-4.5149, -3.2123, -2.7042], [2.5969, -2.1419, 2.3987], [-3.4686, -1.4712, -3.8979], [3.7916, -0.8638, -4.0214], [1.8669, -0.6630, 1.7705], [-1.0863, -4.7575, -2.8327], [-1.0918, -1.2789, 1.7609], [5.2439, -2.2867, -2.8382], [3.6918, 0.6400, -3.1060], [0.1887, -5.2106, 1.9211], [-2.0359, -0.6792, -3.2437], [-1.8100, -6.7103, -1.5565], [2.2597, -0.3659, -3.3056], [-1.4805, -8.3428, -0.3943], [-1.7900, -2.7423, 2.4569], [1.8863, 4.1822, -0.0994], [0.9498, -3.2374, 0.6211]],
  "lowdin_spin": [0.884, -0.002, 0.000, 0.000, 0.013, 0.003, -0.017, 0.009, 0.006, 0.002, 0.000, 0.000, 0.001, 0.000, 0.006, 0.000, 0.005, 0.000, -0.002, -0.002, -0.003, 0.001, 0.000, 0.009, 0.002, -0.004, 0.003, 0.004, -0.001, -0.004, 0.017, 0.000, 0.008, 0.000, -0.001, 0.000, 0.014, 0.013, 0.033, 0.000, 0.000, 0.000, 0.000, 0.000, 0.000, 0.000, 0.000, 0.001, 0.000, 0.000, 0.000, 0.000, 0.000, 0.000, 0.001, 0.000, 0.000, 0.000, 0.000, 0.000, 0.000, 0.000, 0.000, 0.000, 0.003]
}

[3]
{
  "formula": "C30H26N3O8",
  "method": "ωB97M-V/def2-TZVPD",
  "homo_energy_ha": -0.163,
  "charge": -1,
  "homo_lumo_gap_ev": 7.03,
  "e_lumo_ev": 2.582,
  "max_force_ha_per_bohr": 0.0676,
  "smiles": "CC1(C)OC(=O)C(Cc2ccc(C#N)cc2)(N(/N=C(/[O-])OCc2ccccc2)C(=O)OCc2ccccc2)C(=O)O1",
  "species": ["O", "O", "O", "O", "O", "O", "O", "O", "N", "N", "N", "C", "C", "C", "C", "C", "C", "C", "C", "C", "C", "C", "C", "C", "C", "C", "C", "C", "C", "C", "C", "C", "C", "C", "C", "C", "C", "C", "C", "C", "C", "H", "H", "H", "H", "H", "H", "H", "H", "H", "H", "H", "H", "H", "H", "H", "H", "H", "H", "H", "H", "H", "H", "H", "H", "H", "H"],
  "xyz": [[-1.3952, -1.7665, 2.8666], [0.0706, -2.2260, -0.8940], [2.3487, 1.0433, 1.5286], [0.8362, -2.6847, 1.1792], [-0.2423, 2.3640, 1.6762], [-2.2377, -1.5225, 0.7952], [2.1979, -1.0560, 2.2956], [-0.0510, 2.1384, 3.9411], [-0.0101, 0.2888, 2.6235], [-0.4900, -0.0981, 1.3989], [6.5184, 0.3852, -4.5545], [0.7193, 0.5192, -0.7323], [-0.1749, 4.3645, 0.5928], [-1.5264, 4.5112, 0.2748], [-5.2364, -1.8944, 0.0582], [-0.1296, 1.6231, 2.8232], [0.1893, 3.7239, 1.8890], [2.0314, 0.3969, -1.4825], [-3.9327, -3.7442, -0.8049], [4.3776, 0.3594, -3.0577], [0.8215, 4.6501, -0.3437], [-4.8110, -3.8560, -1.8856], [-1.8831, 5.0330, -0.9662], [3.2667, -2.7743, 1.0028], [0.6771, -0.3784, 0.5311], [-5.8993, -2.9832, -2.0056], [5.5532, 0.3787, -3.8899], [3.3202, -0.5197, -3.3356], [0.4588, 5.1621, -1.5925], [0.5367, -1.8286, 0.1559], [2.1725, -0.5095, -2.5439], [-1.3901, -1.2148, 1.7874], [-4.1389, -2.7530, 0.1597], [1.9242, -3.1945, 3.2125], [4.2540, 1.2671, -1.9974], [-3.1540, -2.5696, 1.2656], [2.0853, -2.4473, 1.9020], [3.1044, 1.2623, -1.2112], [-6.1091, -2.0054, -1.0250], [-0.8935, 5.3621, -1.8987], [1.8172, -0.0526, 1.4778], [-4.6316, -4.6224, -2.6392], [2.7531, -2.9761, 3.8914], [-6.9482, -1.3160, -1.1079], [-2.9395, 5.1706, -1.1959], [3.2448, -3.8287, 0.7124], [0.9880, -2.8526, 3.6665], [-0.1284, 0.1931, -1.3508], [-2.5473, -3.4597, 1.4725], [1.2711, 3.7014, 2.0816], [1.2443, 5.3986, -2.3092], [-5.3909, -1.1470, 0.8403], [-3.6059, -2.2027, 2.1976], [3.3931, -1.2023, -4.1891], [1.8628, 4.4659, -0.0600], [-1.1723, 5.7723, -2.8709], [-0.3658, 4.1288, 2.7480], [5.0524, 1.9907, -1.7993], [-3.0764, -4.4139, -0.6863], [0.5764, 1.5399, -0.3546], [-2.2733, 4.2175, 1.0152], [3.2375, -2.1495, 0.1002], [1.8647, -4.2742, 3.0549], [4.1976, -2.5668, 1.5400], [-6.5746, -3.0613, -2.8589], [3.0381, 1.9458, -0.3653], [1.3547, -1.2053, -2.7496]],
  "mulliken_charge": [-0.567, -0.630, -0.609, -0.259, 0.163, -0.067, -0.247, -0.774, -0.916, 0.809, -0.592, -1.194, 0.838, -0.356, -0.457, 0.233, -1.255, 0.361, -0.401, 0.695, -0.232, -0.524, -0.547, -1.313, 2.109, -0.429, 0.006, -1.040, -0.627, -0.493, -0.108, 0.146, 0.894, -1.683, -1.139, -1.170, 1.703, 0.213, -0.468, -0.390, 0.265, 0.358, 0.330, 0.356, 0.356, 0.367, 0.427, 0.682, 0.397, 0.318, 0.374, 0.374, 0.397, 0.409, 0.262, 0.363, 0.449, 0.392, 0.339, -0.423, 0.398, 0.136, 0.362, 0.369, 0.350, 0.447, 0.462]
}

Question: The highest charge belongs to which entry?
Answer: C30H26IIrN4O2

Question: Which of these has the highest charge?
Answer: C30H26IIrN4O2